DFT (wB97M-V/def2-TZVPD) results for a gas-phase ion, C9H17ClNO6S2 (charge -1).

Structure (XYZ):
```
36
Properties=species:S:1:pos:R:3:lowdin_charge:R:1
C -2.7299 -3.2061 -2.6008 -0.02
C -1.5744 -2.3851 -1.7186 -0.29
O -1.3772 -2.7012 -0.4343 -0.03
O -0.8450 -1.3119 -2.4209 -0.11
C 0.6109 -1.4208 -2.1749 -0.19
C 1.4604 -0.1243 -2.7784 -0.19
C 0.6875 1.3136 -2.5534 -0.22
C 0.7722 1.6851 -0.9576 -0.25
S -0.9404 1.7555 -0.1122 0.66
O -1.3106 0.2878 0.1972 -0.43
O -1.8776 2.4377 -1.1704 -0.44
N -0.8215 2.8126 1.2657 -0.36
S -1.3785 2.0749 2.7438 0.66
O -1.6034 3.2637 3.7591 -0.47
O -2.7482 1.3545 2.6474 -0.43
C -0.0302 1.0076 3.5767 -0.27
C 0.9306 0.2251 2.5037 -0.28
C 2.3375 -0.3575 3.1888 -0.56
Cl 2.0339 -1.4196 4.6826 0.43
H -3.4807 -2.4008 -3.0142 0.09
H -3.3194 -3.9374 -1.8899 0.09
H -2.1587 -3.7505 -3.4682 0.09
H 1.0837 -2.3946 -2.6727 0.13
H 0.8603 -1.4854 -1.0101 0.13
H 2.5251 -0.1587 -2.2604 0.12
H 1.6030 -0.2819 -3.9474 0.11
H -0.3975 1.2910 -2.9991 0.12
H 1.2889 2.1381 -3.1682 0.12
H 1.2654 2.7392 -0.8187 0.10
H 1.4372 0.8336 -0.4508 0.09
H 0.6692 1.8053 4.1241 0.11
H -0.4571 0.3239 4.4298 0.11
H 0.2927 -0.6434 2.0361 0.12
H 1.2867 1.0331 1.7149 0.09
H 2.8763 -0.9682 2.3223 0.09
H 3.0288 0.5656 3.4291 0.09
```

The calculation puts the total energy at -2115.69394 a.u. The frontier orbital gap is 8.4 eV. The charge is -1. As for the SMILES: CC(=O)OCCCCS(=O)(=O)N=[S@@](=O)([O-])CCCCl. As for the LUMO energy: 0.097 hartree. The HOMO energy is -5.731 eV.



DFT (wB97M-V/def2-TZVPD) results for 2 unconnected molecules or ions with the total composition C9H17FN2O4.

Structure (XYZ):
```
33
Properties=species:S:1:pos:R:3:lowdin_charge:R:1
N 0.9851 -2.5154 3.5384 0.00
C 0.0075 -1.7770 2.7325 -0.27
C 0.1326 -1.8812 1.2038 -0.12
C 1.0751 -0.9295 0.4479 -0.29
C 1.1829 0.4506 1.0710 -0.07
C 1.7709 1.4712 0.1385 -0.44
O 2.2292 1.3199 -0.9442 0.18
F 1.6723 2.7163 0.6782 0.09
O 2.3633 -1.5578 0.1762 0.00
C 3.3891 -1.2934 1.0054 -0.35
O 4.3831 -0.7088 0.6820 0.12
H 1.9250 -2.1727 3.4024 0.03
H 0.9583 -3.4964 3.2919 0.07
H 0.0025 -0.7423 3.0784 0.10
H -0.9734 -2.1783 3.0034 0.11
H 0.4327 -2.9052 0.9612 0.12
H -0.8627 -1.7380 0.7721 0.11
H 0.6385 -0.7733 -0.5370 0.13
H 1.6804 0.4731 2.0440 0.14
H 0.1584 0.7966 1.2512 0.13
H 3.2852 -1.6789 2.0325 0.13
C -3.0286 2.0498 -1.2967 0.00
C -1.9017 1.0848 -1.5749 -0.52
O -1.3963 0.4102 -0.6857 0.03
N -1.4547 0.9904 -2.8479 0.02
C -1.9203 1.7071 -4.0198 -0.07
H -3.2619 2.0053 -0.2378 0.08
H -2.7381 3.0687 -1.5539 0.09
H -3.9182 1.7831 -1.8678 0.09
H -0.6932 0.3393 -2.9632 0.15
H -2.2794 1.0079 -4.7761 0.08
H -1.1110 2.2983 -4.4496 0.09
H -2.7325 2.3758 -3.7565 0.07
```

The calculation puts the total energy at -863.48465 a.u. The frontier orbital gap is 10.0 eV. The charge is 0. As for the SMILES: NCC[C@@H](CC(=O)F)OC=O.CNC(C)=O. As for the LUMO energy: 0.022 hartree. The HOMO energy is -9.437 eV.